[1]
92
Properties=species:S:1:pos:R:3:forces:R:3:mulliken_charge:R:1 method="wB97M-V/def2-TZVPD" relative_energy_kj_mol=130.2 gap_ev=4.783 lumo_ha=0.1685 charge=-2 max_force_ev_per_a=1.48 e_tot_ev=-66666.9247 homo_energy_ev=-0.197
Pd 0.3702 0.0318 -0.0345 0.2 -0.4 -1.0 -0.379
S 1.1112 -0.4212 -2.2552 -1.2 -0.4 0.7 1.103
O 0.1445 -1.7562 1.8034 0.2 0.3 0.5 -0.504
O 0.2793 -1.5374 -2.8648 0.5 0.6 0.0 -0.809
O -1.4256 1.4099 -0.6261 0.0 0.3 0.1 -0.809
N 0.5996 1.4509 2.1117 0.1 0.1 0.0 0.007
N 2.2056 -0.0567 2.9789 -0.1 0.1 0.1 -0.151
C -2.9203 1.5518 1.2605 -0.2 0.0 0.1 -0.431
C -3.8973 2.2221 1.9977 -0.1 -0.1 0.0 -0.115
C -2.0039 2.2645 0.2481 -0.2 -0.2 -0.1 3.095
C -0.9461 3.0546 1.1240 0.1 0.1 0.1 -0.816
C -2.9031 5.2902 -1.9676 0.0 -0.1 0.0 -0.931
C 1.8229 -4.8585 2.6849 0.1 -0.1 0.1 0.020
C 0.4742 1.1187 -2.9725 0.0 0.0 -0.2 -0.655
C 2.2466 -6.0357 0.6244 0.0 0.1 0.0 -0.654
C -3.3827 -0.4332 2.5618 0.0 0.1 0.0 -0.509
C 1.0107 -2.3645 2.6372 -0.3 -0.1 -0.2 2.467
C -0.6348 1.5961 4.5824 -0.1 0.1 0.0 -1.232
C 2.3241 -1.5202 2.8836 -0.1 0.1 -0.1 0.981
C -0.4255 2.2976 2.3140 0.1 -0.2 -0.3 -0.785
C 3.7008 -1.3619 -2.6287 0.0 -0.1 0.0 -0.177
C 2.2038 -6.0195 2.0125 0.0 0.1 0.0 -0.887
C -1.0484 2.4227 3.5458 0.0 0.0 0.1 -0.284
C -4.6200 1.5774 2.9972 0.1 -0.1 -0.1 -0.968
C -2.6817 0.2124 1.5479 -0.1 -0.1 0.1 -0.057
C 0.4044 0.7201 4.3763 0.1 0.0 0.0 0.005
C -1.3268 -3.4770 6.1694 0.0 0.0 -0.1 -0.475
C 1.0153 0.6886 3.1179 0.2 -0.3 -0.1 0.043
C 1.3135 2.3871 -2.7334 0.1 0.0 0.0 -0.666
C 2.0016 2.4434 -1.3591 -0.3 -0.3 -0.2 -0.380
C 3.5047 -2.0779 3.6675 0.0 0.0 0.0 -1.688
C -1.0138 -3.2790 3.7851 0.0 0.0 0.0 -0.650
C 1.5202 -3.7298 0.5977 0.0 -0.2 -0.1 -0.753
C -1.7983 -3.6446 4.8655 0.0 0.0 0.0 -0.737
C 0.2695 -2.7448 3.9545 -0.1 0.0 -0.1 -0.320
C -2.2318 4.4529 -1.0833 0.0 0.0 0.0 -0.212
C -4.3578 0.2415 3.2892 0.1 0.1 -0.1 -0.479
C -4.1878 4.9767 -2.3934 0.1 0.0 0.0 -0.384
C 2.6873 -0.6288 1.7412 -0.3 0.1 0.1 -0.108
C 0.7284 -2.6059 5.2560 -0.1 0.0 0.1 0.201
C -4.7816 3.8108 -1.9249 0.1 0.0 0.1 -0.809
C 1.4854 -3.7005 1.9920 0.1 -0.1 -0.2 -0.218
C -2.8171 3.2841 -0.5978 0.2 -0.1 0.1 -0.734
C -4.1018 2.9808 -1.0420 -0.1 -0.1 -0.1 -0.265
C -0.0598 -2.9562 6.3560 0.0 0.0 -0.1 -0.963
C 1.9019 -4.8821 -0.0795 0.0 0.0 0.1 -0.692
C 2.6377 -0.4802 -3.2734 0.1 -0.1 0.0 -1.081
C 3.2944 -2.8314 -2.5407 -0.1 0.0 -0.1 -0.866
H 2.4513 -6.9133 2.5761 0.0 0.0 0.0 0.394
H -0.1217 3.2809 0.4461 0.0 0.0 0.1 0.204
H 0.3356 0.9113 -4.0410 0.0 0.1 0.0 0.598
H 2.2776 -0.8822 -4.2271 0.1 0.0 0.0 0.368
H 1.9094 -4.8873 -1.1641 0.0 0.0 0.1 0.551
H 1.1881 -2.8374 0.0731 0.0 0.0 0.0 0.425
H -5.7785 3.5391 -2.2550 0.0 0.0 0.0 0.348
H 3.7372 -0.4390 1.5266 0.0 0.0 0.0 -0.033
H 4.4193 -1.5884 3.3235 0.0 0.0 0.0 0.438
H -4.0910 3.2709 1.7914 0.0 0.0 0.0 0.444
H -0.4969 1.2227 -2.4777 0.0 0.0 0.0 -0.010
H -1.2243 4.7072 -0.7806 0.0 0.0 0.0 0.343
H 0.7654 0.0755 5.1606 0.0 -0.1 0.1 0.499
H -4.5692 2.0657 -0.6972 0.0 0.0 0.0 0.410
H 2.2108 3.4635 -1.0258 0.0 0.0 -0.1 0.427
H 4.6379 -1.2688 -3.1867 0.0 0.0 0.0 0.385
H -4.7141 5.6243 -3.0846 0.0 0.0 0.0 0.361
H 3.9026 -0.9829 -1.6210 -0.1 0.0 0.0 0.075
H 2.9384 1.8781 -1.3583 0.0 0.0 0.0 0.245
H 1.7014 -2.1861 5.4432 0.1 0.0 0.0 0.151
H 2.3203 -2.9400 -2.0625 0.1 0.1 0.0 -0.100
H 2.5332 -6.9380 0.0941 0.0 0.0 0.0 0.369
H 1.3326 1.9207 -0.6542 0.3 0.4 0.2 -0.228
H 0.6231 3.2293 -2.8323 0.0 0.0 0.0 0.408
H -3.1366 -1.4627 2.7946 0.0 0.0 0.0 0.197
H -1.1295 1.6343 5.5467 0.0 0.0 0.0 0.350
H -5.3775 2.1193 3.5544 0.0 0.0 0.0 0.329
H 2.0037 -0.6156 0.8777 0.2 0.0 0.1 -0.579
H -2.4151 6.1880 -2.3306 0.0 0.0 0.0 0.361
H 2.9993 0.5405 -3.4148 0.0 0.0 0.0 0.359
H -1.9100 -0.3158 1.0027 0.1 0.0 0.0 0.373
H 1.7779 -4.8631 3.7704 0.0 0.0 0.0 0.398
H -1.9433 -3.7423 7.0202 0.0 0.0 0.0 0.356
H 2.0504 2.5045 -3.5342 0.0 0.0 0.0 0.398
H 3.4335 -1.8893 4.7369 0.0 0.0 0.1 0.287
H -2.7945 -4.0426 4.6972 0.0 0.0 0.0 0.379
H 3.6200 -3.1536 3.5178 0.0 0.1 0.0 0.295
H 3.2083 -3.2694 -3.5407 0.0 0.0 0.0 0.329
H -4.8981 -0.2643 4.0818 0.0 0.0 0.0 0.391
H -1.3974 3.9866 1.4814 0.0 0.0 0.0 0.580
H 4.0177 -3.4173 -1.9684 0.0 0.0 0.0 0.464
H 0.3239 -2.8036 7.3585 0.0 0.0 0.0 0.397
H -1.3789 -3.3557 2.7666 0.0 0.0 0.0 0.518
H -1.8755 3.1096 3.6634 0.0 0.0 0.0 0.455

---

[2]
15
Properties=species:S:1:pos:R:3:forces:R:3:mulliken_charge:R:1 method="wB97M-V/def2-TZVPD" relative_energy_kj_mol=249.2 gap_ev=9.621 lumo_ha=0.0290 max_force_ev_per_a=7.19 smiles="C1=COCC1.N=C=S" e_tot_ev=-19669.0201 homo_energy_ev=-8.831
S -2.3929 3.3943 3.5320 0.2 0.2 0.2 -0.350
O -0.0077 -0.7884 0.7980 0.3 -0.9 1.5 -0.453
N -2.0537 1.1903 1.9021 -3.4 4.6 4.3 -0.398
C -0.2976 -0.7627 -0.5639 0.7 0.3 -1.7 -0.414
C -2.0816 2.1724 2.6041 -0.4 -1.8 -1.3 0.342
C 1.0333 1.0600 0.0424 0.0 -0.6 2.0 -0.126
C 0.0740 0.6601 -1.0135 -3.0 1.9 2.0 -0.451
C 0.9165 0.1734 1.0437 -0.6 1.4 -3.3 -0.623
H 0.2840 -1.5162 -1.1254 0.1 0.2 0.4 0.316
H -1.3196 -1.0293 -0.6302 -1.1 -0.1 -0.5 0.278
H 0.5966 0.8080 -1.8975 0.0 -0.1 -2.3 0.380
H 1.5154 2.0235 0.1037 0.3 -0.2 -0.1 0.383
H -0.8832 1.4193 -0.8684 2.1 -1.8 -1.0 0.177
H 1.3669 0.1397 1.9428 1.4 -0.1 2.9 0.550
H -1.4955 0.6980 1.3714 3.6 -3.1 -3.1 0.389

---

[3]
12
Properties=species:S:1:pos:R:3:forces:R:3:mulliken_charge:R:1 method="wB97M-V/def2-TZVPD" relative_energy_kj_mol=175.0 gap_ev=11.070 lumo_ha=0.0396 max_force_ev_per_a=1.44 e_tot_ev=-8338.6475 homo_energy_ev=-9.994
O 1.1297 0.9345 0.0473 0.0 0.0 -0.2 -0.508
O 2.6844 -2.0215 0.5687 -0.1 0.6 -1.1 -0.138
C -1.3349 0.9844 0.1533 -0.1 0.2 0.1 -0.528
C 2.5582 -1.4593 -0.4078 0.2 -0.8 1.2 0.113
C -0.0423 0.3263 0.5107 -0.2 -0.1 0.2 0.013
C -0.9684 -0.3454 -0.4590 0.0 -0.2 -0.1 -0.512
H 1.4830 0.3988 -0.6752 0.0 0.2 0.2 0.297
H -2.1360 1.0268 0.8850 0.1 0.0 -0.1 0.235
H -0.6817 -0.3532 -1.5086 0.0 0.0 0.2 0.248
H -1.5015 -1.2348 -0.1336 0.1 0.2 0.0 0.226
H -1.2433 1.8584 -0.4846 0.0 -0.1 0.1 0.230
H 0.0528 -0.1151 1.5038 0.0 0.1 -0.2 0.323

---

[4]
78
Properties=species:S:1:pos:R:3:forces:R:3:mulliken_charge:R:1 method="wB97M-V/def2-TZVPD" relative_energy_kj_mol=0.0 gap_ev=6.374 lumo_ha=-0.1187 charge=+1 max_force_ev_per_a=1.27 e_tot_ev=-68089.7419 homo_energy_ev=-9.604
S 2.1533 0.5542 1.9671 -0.2 0.1 -0.3 1.352
Al 0.1352 0.5384 -0.8340 -0.6 0.1 -0.1 -2.477
O 3.5663 0.7315 1.8317 0.0 -0.4 0.2 -0.736
O 1.3823 1.6663 2.4274 0.0 -0.4 0.2 -0.635
N 3.2247 -1.3651 0.0052 0.3 -0.1 0.3 -0.360
N 1.7083 -0.5460 -1.6469 0.2 0.2 0.4 0.458
N 0.5291 1.0929 -6.1975 0.4 0.0 -0.4 -0.420
N -1.5676 1.1896 -5.2757 0.3 0.0 -0.3 -0.608
N 1.5462 0.2228 0.4155 -0.1 0.5 1.1 -0.321
N -0.5012 0.8418 -2.7446 -0.4 -0.1 -0.1 1.659
N 0.5541 -4.2985 4.9122 -0.1 -0.2 0.2 -0.495
N -1.3192 0.9405 0.2323 0.0 0.3 -0.4 1.066
N 0.4469 2.6884 -0.7568 0.0 -0.2 0.2 1.590
N -0.8376 -1.5316 -0.6752 -0.1 0.2 0.0 1.823
C -0.2457 1.0781 -5.1038 -0.4 0.0 0.7 -0.182
C 2.6735 -1.8317 3.2302 0.1 0.0 0.0 -0.222
C 0.3882 -1.0626 3.2217 -0.1 0.0 0.2 -0.492
C 1.8931 2.9665 -0.7748 0.5 0.0 0.1 -1.175
C -1.2490 3.3663 3.0467 0.0 0.0 -0.1 -1.122
C -1.8158 0.9674 -2.9265 -0.4 0.1 -0.1 -0.526
C -2.3307 1.1537 -4.2020 0.1 -0.1 0.3 -0.705
C -1.5874 2.2491 2.3125 0.0 -0.1 0.0 -0.693
C 0.2867 0.9255 -3.8032 0.2 0.0 -0.3 -0.342
C 0.0211 -2.5417 -0.0425 0.4 -0.2 0.3 -1.119
C -1.2732 -2.0512 -1.9792 0.0 -0.1 -0.4 -1.238
C -2.0233 -1.3137 0.1431 -0.3 0.3 0.3 0.832
C -0.2131 3.5661 -1.7313 -0.3 0.1 -0.4 -1.362
C -2.8773 -2.3389 0.5088 0.0 -0.1 0.1 -0.951
C -1.0842 2.0583 1.0267 0.0 0.3 0.0 0.225
C -2.2832 0.0054 0.5429 -0.1 -0.3 -0.2 0.134
C -4.0234 -2.0680 1.2368 -0.1 -0.1 -0.1 -1.087
C 2.2783 -1.3357 -2.5561 0.2 -0.2 -0.1 0.126
C -0.4123 4.3280 2.5108 0.2 0.0 0.0 -1.116
C 0.1495 4.1229 1.2629 0.0 -0.1 -0.1 -0.571
C 2.2888 -2.9521 3.9353 -0.1 0.0 0.1 -0.854
C -3.5127 0.2757 1.1556 0.1 0.0 -0.1 -0.954
C -4.3606 -0.7535 1.5109 0.0 0.0 0.0 -0.823
C 0.9455 -3.1506 4.2884 0.1 0.2 -0.3 0.987
C -0.0036 -2.1834 3.9216 0.1 0.0 0.0 -0.641
C 3.3623 -2.1289 -2.2433 -0.2 0.0 -0.1 -1.005
C 3.7961 -2.1052 -0.9148 -0.1 0.0 -0.2 -0.547
C -0.1579 2.9865 0.5374 -0.4 0.1 0.5 0.628
C 1.7194 -0.8961 2.8767 0.3 0.6 -0.3 -0.343
C 2.2197 -0.5848 -0.3805 0.9 -0.6 -0.7 0.393
H 0.8691 -2.7708 -0.6873 -0.1 -0.1 -0.1 0.226
H -2.6578 -3.3649 0.2529 0.1 -0.1 -0.1 0.378
H 0.1678 3.3878 -2.7366 0.0 0.0 0.0 0.358
H -3.3922 1.2662 -4.3634 -0.1 0.0 0.1 0.440
H -4.6605 -2.8729 1.5654 -0.1 -0.1 0.0 0.480
H -2.1986 1.4826 2.7615 -0.1 0.0 0.0 0.518
H 3.8219 -2.7661 -2.9787 0.1 0.0 -0.1 0.457
H -0.1501 5.2029 3.0821 0.0 0.1 0.0 0.414
H -0.5321 -3.4670 0.1367 0.1 0.0 -0.1 0.587
H 1.8587 -1.3331 -3.5567 0.0 0.0 0.0 0.354
H -1.2871 3.3858 -1.7117 0.0 0.0 0.0 0.305
H -2.1028 -1.4569 -2.3542 0.0 -0.1 0.0 0.452
H -0.4506 -2.0036 -2.6930 0.1 0.0 0.0 0.052
H -3.8016 1.2960 1.3477 0.0 0.1 0.1 0.714
H 1.3509 0.8861 -3.6283 0.1 0.0 0.0 0.627
H 0.8565 4.8438 0.8816 0.1 0.1 -0.1 0.411
H -1.0374 -2.3227 4.2020 -0.1 0.0 0.0 0.385
H 2.3530 2.4292 -1.6089 0.0 0.1 0.0 0.116
H 3.6983 -1.6542 2.9493 0.2 -0.1 0.0 0.533
H 4.6217 -2.7147 -0.5720 0.1 -0.1 -0.1 0.501
H -1.6222 3.4701 4.0535 -0.1 0.1 0.1 0.424
H 0.0918 1.2911 -7.0828 0.1 0.0 0.0 0.270
H -1.6066 -3.0896 -1.9089 0.0 0.0 0.1 0.536
H 1.2546 -4.8777 5.3427 -0.1 0.0 0.0 0.219
H -2.4298 0.9334 -2.0421 -0.2 0.0 0.1 0.737
H -5.2887 -0.5302 2.0154 -0.1 0.0 0.0 0.466
H 3.0214 -3.6869 4.2328 0.1 -0.1 0.0 0.336
H 1.5330 1.0851 -6.1385 -0.1 0.0 0.0 0.204
H -0.0418 4.6157 -1.4741 0.0 -0.1 0.0 0.511
H 2.3458 2.6197 0.1526 0.0 0.1 -0.1 0.368
H -0.3619 -4.3237 5.3281 0.1 -0.1 0.0 0.221
H 0.3990 -2.1755 0.9113 -0.1 0.0 0.0 0.265
H 2.1032 4.0321 -0.8897 -0.1 0.0 0.0 0.602
H -0.3142 -0.2938 2.9396 -0.3 0.1 0.0 0.380